Density functional theory data (ωB97M-V/def2-TZVPD) for a molecular structure, C22H24N2O5S2 in a non-equilibrium geometry.

Cartesian coordinates (Å):
S (0.524557, -2.776070, -0.025834)
S (-5.093927, -0.381981, -0.012469)
O (0.766630, -3.983796, -0.910035)
O (0.898442, -3.396117, 1.524792)
O (3.801815, -1.130048, -1.764013)
O (-5.844714, -0.760497, -1.138683)
O (-5.752123, -0.467807, 1.217045)
N (-4.857047, 1.221898, -0.167221)
N (1.433985, -1.387288, -0.052738)
C (-3.094021, -1.689989, -1.024985)
C (-1.692930, -2.106414, -1.118815)
C (4.844435, -0.091001, -1.962945)
C (1.249146, -0.464048, 1.157112)
C (2.942581, 1.137064, -1.922417)
C (-1.837678, -1.988782, 1.258504)
C (2.784436, -0.007152, 1.420452)
C (5.145501, 1.109095, 1.635374)
C (4.295969, 1.109831, -2.205196)
C (-4.221924, 1.697658, 0.830072)
C (2.712531, -0.338308, -1.596732)
C (-2.784446, 2.003544, -0.903763)
C (-4.185139, 1.763945, -1.291703)
C (4.982056, -0.065640, 1.431106)
C (3.959312, 1.992889, 1.578850)
C (-2.774960, 1.967861, 0.488076)
C (1.330531, -1.064044, -1.259279)
C (-3.620923, -1.382273, 0.120919)
C (2.677380, 1.520108, 1.612243)
C (4.003667, -0.779981, 1.324031)
C (-1.203804, -2.316508, 0.288434)
C (-3.169577, -1.313289, 1.453156)
H (-4.400155, 0.940157, -2.251239)
H (5.772936, -0.592204, -2.066493)
H (6.104324, -0.889913, 1.591683)
H (4.004382, 3.175476, 1.684015)
H (-2.145697, 0.733313, -1.330195)
H (3.831704, -1.896280, 1.292007)
H (-2.160166, 1.091399, 1.075600)
H (1.138875, -1.125131, 1.904879)
H (-1.230518, -2.648333, -1.844783)
H (4.924631, 2.232419, -2.231060)
H (-1.347702, -2.109776, 2.458672)
H (0.560732, -0.326895, -1.277470)
H (-2.374042, 2.916013, 0.841969)
H (-4.511469, 1.209302, 1.931172)
H (-4.751051, 2.752485, 1.275530)
H (0.771761, 0.227232, 0.792743)
H (6.190314, 1.801875, 1.634252)
H (-3.472042, -1.583922, -1.920060)
H (1.306487, -1.858199, -2.003383)
H (-4.677206, 2.614981, -1.509571)
H (-3.585030, -1.002857, 2.247959)
H (1.956209, 2.112816, 1.272039)
H (-2.371073, 2.763089, -1.504165)
H (2.244031, 1.830068, -2.047417)

Atoms 1-2, force components in eV/Å:
2.448 -8.779 11.804
-1.960 -1.270 -1.165

- Total charge: 0


Density functional theory data (ωB97M-V/def2-TZVPD) for a molecular structure, C76H77AsN3O2RbSb2Si in a non-equilibrium geometry.

Cartesian coordinates (Å):
Sb (2.822594, 1.132431, -2.751179)
Sb (4.348251, -0.846674, 0.060031)
Rb (-0.393533, 0.169346, -0.516571)
As (-3.521838, -0.800870, 0.586588)
Si (2.226278, -1.388334, 2.550412)
O (0.509869, 2.550818, -0.457910)
O (-0.290771, -0.044284, -3.784462)
N (-2.038869, 2.814567, -1.888425)
N (-1.217695, 2.088790, -2.491913)
N (-2.179802, -1.952346, 0.287271)
C (-5.845885, -2.288575, 2.841580)
C (-2.593921, -3.741094, 1.980778)
C (5.082191, 4.908259, -3.260294)
C (-1.962959, 1.039233, 2.416933)
C (-1.326973, 4.585391, 1.837859)
C (7.497947, -3.275043, 3.015290)
C (3.123841, 3.968368, -1.525775)
C (-2.663138, 4.530776, 1.306235)
C (4.596865, 3.614901, -3.390307)
C (5.842563, 1.690532, 1.136747)
C (-0.934940, -3.977154, 0.278454)
C (-0.610692, -5.231368, 0.766860)
C (7.011821, -2.038894, 3.420041)
C (-1.916400, 1.613158, -6.624055)
C (6.128866, -0.506981, -1.256375)
C (4.752726, 0.271271, -3.308124)
C (2.227261, 0.964305, -7.167782)
C (5.932761, 0.545857, -2.351855)
C (-1.207642, 0.659621, -5.901984)
C (-4.189280, 3.819401, -0.427512)
C (6.173353, -3.120413, 1.009210)
C (-5.232706, 4.399120, 0.252121)
C (-4.801385, -1.325940, 3.372723)
C (-4.401701, -3.591073, -1.253145)
C (-2.259734, -4.997565, 2.470595)
C (3.570486, -3.903582, 3.415309)
C (-6.801415, -2.955438, -1.236329)
C (3.575694, 3.175621, 1.705167)
C (-3.026493, 0.443620, 4.580959)
C (-0.467107, 3.183085, 0.006130)
C (5.678176, -1.874207, 1.406051)
C (3.453544, 1.890306, 1.188033)
C (3.169742, -0.663012, 4.081986)
C (-1.770263, 3.218626, -0.597467)
C (2.621549, -3.906511, 1.228978)
C (6.111173, -1.342625, 2.619455)
C (-1.946297, -3.177792, 0.858366)
C (-1.500743, 1.968241, -3.881534)
C (-5.020020, 5.054230, 1.476319)
C (0.529091, -1.760075, 3.353923)
C (1.317374, 3.066705, -6.450848)
C (-3.993472, 0.006194, 6.866630)
C (-2.399869, 2.744894, -5.989623)
C (4.587604, 1.127286, 0.898354)
C (3.039145, -5.221676, 1.039139)
C (-0.038031, -1.319137, -4.348423)
C (-3.840663, -0.680389, 2.580921)
C (-2.961685, 0.229574, 3.210761)
C (3.610365, 5.269118, -1.395303)
C (7.076285, -3.815183, 1.804260)
C (5.966768, 2.973532, 1.659710)
C (-4.842663, -1.073310, 4.747925)
C (-7.891310, -2.156917, -0.932385)
C (-2.872408, 3.862554, 0.084453)
C (2.566910, 0.666340, -5.849553)
C (1.605662, 2.168704, -7.471224)
C (3.613874, 3.127435, -2.525702)
C (-2.184289, 2.916597, -4.624491)
C (4.830116, 3.718970, 1.945802)
C (3.998270, -5.215049, 3.237021)
C (1.656601, 2.763289, -5.138352)
C (-6.230707, 0.633677, 1.007912)
C (-0.301514, 3.975045, 1.225899)
C (-1.268610, -5.767928, 1.870959)
C (4.587916, 5.739686, -2.258095)
C (-9.284597, -2.519874, -1.381828)
C (3.739046, -5.880356, 2.042181)
C (-5.501490, -2.650355, -0.817435)
C (-7.654858, -0.994724, -0.209413)
C (2.297249, 1.563089, -4.816286)
C (-6.381183, -0.655605, 0.231444)
C (-0.991283, 0.839598, -4.542310)
C (-5.286032, -1.509004, -0.032166)
C (-3.963947, -0.205695, 5.373576)
C (2.875077, -3.205000, 2.417023)
C (-3.745529, 5.114065, 1.987034)
H (-5.986937, 0.452940, 2.057932)
H (-4.739018, -4.181533, -2.107737)
H (-3.556106, 5.606741, 2.936189)
H (-7.157150, 1.209361, 0.969111)
H (3.792557, -3.408455, 4.356601)
H (-3.127896, -0.460782, 7.343315)
H (-5.426094, 1.254721, 0.608486)
H (0.660394, -2.360541, 4.265644)
H (5.818478, 1.529280, -1.884995)
H (-2.482347, 1.810623, 1.846375)
H (-3.492650, -3.056331, -1.519147)
H (-6.129232, -2.991632, 3.626462)
H (-0.812467, -0.209505, -6.409544)
H (4.541713, -5.719866, 4.029357)
H (-9.941931, -2.698624, -0.526800)
H (-9.733597, -1.718761, -1.974779)
H (4.070666, -6.903028, 1.900243)
H (-6.951850, -3.851532, -1.833512)
H (2.819001, -5.732784, 0.105578)
H (0.698381, 4.005374, 1.638786)
H (8.190499, -3.821985, 3.645195)
H (2.075601, -3.402540, 0.434079)
H (-5.507005, -2.856375, 1.981265)
H (-3.337131, -3.158411, 2.491710)
H (4.970500, 6.748548, -2.151134)
H (-6.235484, 4.333851, -0.155056)
H (7.323638, -1.616525, 4.368169)
H (0.019998, -0.826932, 3.631574)
H (6.740048, 1.121697, 0.921690)
H (-2.778582, -5.372952, 3.347156)
H (-2.062982, 1.471145, -7.688466)
H (6.844000, 0.621258, -2.957462)
H (1.338681, 2.402124, -8.495209)
H (-2.321095, 1.134059, 5.037992)
H (0.612459, -1.251144, -5.223471)
H (5.845981, 5.269319, -3.939798)
H (-2.542140, 3.795092, -4.101707)
H (2.453703, 0.255871, -7.956747)
H (7.429498, -4.791180, 1.490960)
H (6.950828, 3.389929, 1.841640)
H (-1.444939, 0.402893, 1.713466)
H (2.465590, 1.470845, 1.027948)
H (-4.124841, -4.281299, -0.452817)
H (3.725146, 0.242617, 3.809533)
H (5.830521, -3.571655, 0.081794)
H (3.887808, -1.362031, 4.531168)
H (0.463011, -1.900334, -3.576808)
H (-5.583879, -1.596616, 5.346275)
H (-0.136148, -2.311514, 2.679905)
H (2.687305, 3.756667, 1.919194)
H (-4.360824, 3.294477, -1.357526)
H (3.064929, -0.275374, -5.636229)
H (4.952838, 0.657976, -4.307945)
H (6.991543, -0.257230, -0.635190)
H (0.814373, 4.000971, -6.673920)
H (-4.892414, -0.427080, 7.308660)
H (1.422325, 3.476580, -4.353598)
H (-0.973034, -1.813433, -4.623591)
H (-5.850633, 5.489213, 2.017208)
H (6.334663, -1.488662, -1.700014)
H (2.445601, -0.385555, 4.860068)
H (3.223198, 5.909180, -0.609666)
H (4.606276, -0.811127, -3.400822)
H (-0.996835, -6.739815, 2.263561)
H (-0.402944, -3.569471, -0.574593)
H (-8.484434, -0.327509, 0.017149)
H (-9.275989, -3.424936, -1.990520)
H (-2.936089, 3.498612, -6.551597)
H (-6.748476, -1.755524, 2.527950)
H (4.922378, 4.721082, 2.349027)
H (-1.223873, 1.519635, 3.057993)
H (5.729084, -0.387292, 2.958394)
H (0.189090, -5.792415, 0.295853)
H (2.355226, 3.607115, -0.850168)
H (-1.162716, 5.131433, 2.762201)
H (4.982168, 2.983469, -4.184754)
H (-3.968500, 1.069413, 7.117504)

Atoms 1-2, force components in eV/Å:
0.168 0.250 -0.130
0.024 -0.039 -0.112

- Total charge: -2


Density functional theory data (ωB97M-V/def2-TZVPD) for a molecular structure, C41H40BrI2InN3O4Se2Si.

Cartesian coordinates (Å):
I (1.457355, 1.874888, 6.828288)
I (0.798286, 5.137511, 1.830427)
In (0.047570, 0.381761, -0.733911)
Br (1.667394, 3.272611, -1.818990)
Se (-2.182081, -1.400909, -1.727143)
Se (1.494784, -0.011693, -3.058106)
Si (1.230026, -1.323873, 0.940502)
O (0.671544, -2.597238, -6.217891)
O (-2.257872, 5.013072, -4.677401)
O (-1.911447, -0.716090, -5.954502)
O (0.049847, 2.244096, 0.695456)
N (-0.830457, 2.119840, -2.112361)
N (-1.860684, 0.181518, 1.121486)
N (-3.069537, 2.999265, 0.320638)
C (-0.959497, -0.508671, -4.904157)
C (1.417232, -0.021592, 2.337122)
C (1.514569, -0.409880, 3.844362)
C (-0.389173, -2.901302, -5.326892)
C (-0.856385, -3.340780, 1.309972)
C (-0.093767, 3.164804, -2.462576)
C (-1.830187, -2.323374, -3.431813)
C (2.524501, 0.915574, 1.933724)
C (-1.327184, -4.595442, 1.674915)
C (-3.595586, 4.893478, 1.678696)
C (-2.068336, 2.031996, -2.598081)
C (0.464393, -2.963101, 1.547986)
C (-0.622704, -1.839266, -4.234796)
C (-2.602857, 2.964086, -3.461315)
C (4.036126, -3.159308, -1.496771)
C (4.147711, -1.590288, 0.785852)
C (0.562581, 3.256683, 2.759445)
C (-1.267915, 0.200637, 2.462676)
C (1.300767, -3.887914, 2.181102)
C (2.864510, -0.316488, 4.474633)
C (5.267041, -2.780431, -0.980451)
C (2.900659, -1.922189, 0.255034)
C (0.837279, -5.140812, 2.551566)
C (0.938385, 3.156563, 4.140655)
C (0.227055, 2.189435, 1.966620)
C (-0.476446, -5.503201, 2.285638)
C (-0.538831, 4.163132, -3.312184)
C (5.319828, -2.008372, 0.169703)
C (-3.244931, 0.707496, 1.115735)
C (0.130049, 0.826503, 2.650104)
C (0.460804, 0.717500, 4.171618)
C (2.871100, -2.736814, -0.878969)
C (-4.011290, 4.057973, 2.697082)
C (-1.821366, 4.055217, -3.827106)
C (0.934398, 1.984928, 4.782016)
C (3.795123, 0.493003, 3.969979)
C (-3.405968, 2.194694, 1.318270)
C (-3.150963, 4.308000, 0.501528)
C (3.575798, 1.189084, 2.705940)
C (-3.923754, 2.687246, 2.511811)
C (0.642551, -1.755404, -3.353756)
H (0.478423, -1.747533, -6.627256)
H (1.064704, -1.385177, 4.044574)
H (6.182831, -3.088281, -1.470683)
H (3.048091, -0.884468, 5.378636)
H (-2.732455, -2.215357, -4.033198)
H (6.279548, -1.725521, 0.586671)
H (-3.818276, 0.215625, 1.914182)
H (-3.611866, 2.851398, -3.839193)
H (-3.679539, 0.422247, 0.155200)
H (-1.229188, -0.815302, 2.875446)
H (4.755151, 0.606405, 4.459949)
H (-0.113091, -3.840753, -4.842929)
H (-0.827738, -6.495592, 2.541122)
H (1.427724, -2.376974, -3.784287)
H (1.509574, -5.843094, 3.029766)
H (-1.359252, 0.167830, -4.144102)
H (2.448918, 1.373515, 0.951858)
H (3.985173, -3.776483, -2.385506)
H (-3.596429, 5.968479, 1.790468)
H (-4.246588, 2.005622, 3.289135)
H (0.405922, -2.141915, -2.362105)
H (-1.940637, -0.778437, 0.797742)
H (-2.146566, 0.141578, -6.313352)
H (4.332019, 1.887638, 2.368220)
H (2.333758, -3.623087, 2.380863)
H (-1.708374, -3.376021, -3.170263)
H (0.094370, 4.997207, -3.574697)
H (1.260518, 4.060652, 4.640648)
H (-1.322752, -3.053825, -5.880005)
H (-4.383215, 4.465116, 3.628861)
H (-1.530599, -2.668118, 0.793020)
H (-2.843324, 4.927961, -0.334102)
H (1.912524, -3.046888, -1.278650)
H (-2.632157, 1.159248, -2.290414)
H (-0.376857, 0.333852, 4.767933)
H (-2.356091, -4.860755, 1.464465)
H (4.206081, -0.997903, 1.687155)
H (-3.145739, 4.795080, -4.977222)
H (-1.928841, 0.788793, 3.109146)
H (-0.045845, -0.054970, -5.298470)

Atoms 1-2, force components in eV/Å:
-0.116 0.075 -0.258
-0.049 -0.271 0.096

- Total charge: -1


Let's list energy in order: -2133.9184, -6286.8351, -10503.5445 a.u..
Let's list HOMO energy in order: -8.41, -0.99, -4.37 eV.
Let's list relative energy (zero: lowest compared OMol25 entry of this formula, charge and spin) in order: 2316.0, 0.0, 351.1 kJ/mol.